Run w
The following is a DFT calculation (ωB97M-V with the def2-TZVPD basis set) of a molecular structure, C6H11N.

The geometry in XYZ format:
```
18
C6H11N ωB97M-V with the def2-TZVPD basis set
C 0.03 1.37 0.79
C 0.73 0.06 0.40
N 3.29 -0.17 0.46
C -0.76 -0.45 -1.42
C 0.45 -0.45 -0.98
C -2.80 -0.72 -0.01
C -2.09 -0.55 -1.24
H 0.44 1.83 1.68
H -0.03 2.04 -0.05
H -1.02 1.14 0.98
H 0.49 -0.77 1.08
H 1.99 0.11 0.39
H 3.62 -1.11 0.64
H 3.97 0.58 0.42
H 1.25 -0.90 -1.56
H -3.58 -1.49 -0.06
H -3.12 0.20 0.46
H -2.86 -0.73 -1.99
```

The calculation puts the HOMO energy at -7.177 eV. The spin multiplicity is 1. For the HOMO-LUMO gap, the calculation gives 0.185 Eh.

---

Run x
The following is a DFT calculation (ωB97M-V with the def2-TZVPD basis set) of a single C6H11N molecule.

The geometry in XYZ format:
```
18
C6H11N ωB97M-V with the def2-TZVPD basis set
C 1.83 -0.66 0.06
C 0.55 0.09 0.45
C 0.61 1.55 -0.01
C -0.69 -0.70 -0.05
C -2.03 -0.21 0.50
C -0.73 -0.71 -1.52
N -0.76 -0.67 -2.68
H 1.87 -1.65 0.51
H 2.71 -0.10 0.41
H 1.92 -0.76 -1.03
H 0.47 0.08 1.54
H 1.62 1.95 0.17
H -0.09 2.18 0.53
H 0.41 1.65 -1.08
H -0.56 -1.75 0.26
H -2.85 -0.87 0.18
H -2.01 -0.21 1.60
H -2.27 0.80 0.16
```

The calculation puts the HOMO energy at -11.372 eV. The SMILES is CC(C)[C@@H](C)C#N. The spin multiplicity is 1. For the HOMO-LUMO gap, the calculation gives 0.452 Eh.

---

Run y
The following is a DFT calculation (ωB97M-V with the def2-TZVPD basis set) of a single C6H11N molecule.

The geometry in XYZ format:
```
18
C6H11N ωB97M-V with the def2-TZVPD basis set
C 0.48 1.45 -3.64
C 0.83 0.55 -2.58
N 0.24 0.68 -1.34
C 0.81 0.38 -0.02
C -0.25 -0.10 0.99
C -0.04 -0.95 2.07
C -1.26 -1.49 2.99
H -0.36 2.15 -3.40
H 0.71 1.10 -4.63
H 1.15 -0.56 -2.64
H -0.46 1.40 -1.27
H 1.24 1.28 0.39
H 1.73 -0.31 -0.13
H -1.22 0.56 0.94
H 0.99 -1.29 2.41
H -2.23 -1.41 2.56
H -1.33 -0.86 3.95
H -1.03 -2.59 3.35
```

The calculation puts the HOMO energy at -7.793 eV. The SMILES is C=CNC/C=C/C. The spin multiplicity is 1. For the HOMO-LUMO gap, the calculation gives 0.328 Eh.

---

Run z
The following is a DFT calculation (ωB97M-V with the def2-TZVPD basis set) of a molecular structure, C6H11N.

The geometry in XYZ format:
```
18
C6H11N ωB97M-V with the def2-TZVPD basis set
C 0.99 0.06 1.71
C 1.02 -0.37 0.29
C -0.58 -0.22 0.55
C 1.76 0.64 -0.67
C -1.47 -1.45 0.26
C -1.08 1.05 -0.04
N -0.25 0.05 1.99
H 1.73 0.49 2.28
H 1.27 -1.36 0.04
H 1.62 1.72 -0.40
H 1.29 0.44 -1.66
H 2.80 0.42 -0.76
H -2.48 -1.21 0.46
H -1.09 -2.15 0.92
H -1.56 -1.85 -0.71
H -0.87 1.23 -1.06
H -0.81 1.91 0.55
H -2.23 1.06 -0.12
```

The calculation puts the HOMO energy at -9.618 eV. The spin multiplicity is 1. For the HOMO-LUMO gap, the calculation gives 0.390 Eh.

---

Quick one: least stable of them? run w

---

Run w
The following is a DFT calculation (ωB97M-V with the def2-TZVPD basis set) of a single C6H11N molecule.

The geometry in XYZ format:
```
18
C6H11N ωB97M-V with the def2-TZVPD basis set
C 2.99 -0.11 0.36
C 1.66 -0.33 -0.36
C 0.51 0.30 0.04
N 0.46 1.72 0.10
C -0.70 -0.45 0.38
C -1.87 -0.08 -0.18
C -3.02 -1.09 -0.37
H 3.86 0.00 -0.29
H 3.20 -1.02 0.95
H 2.82 0.60 1.18
H 1.46 -1.35 -0.71
H -0.43 2.11 -0.16
H 1.13 2.17 -0.49
H -0.57 -1.29 1.05
H -2.17 0.97 -0.22
H -2.95 -1.51 -1.37
H -3.93 -0.51 -0.25
H -2.77 -1.85 0.38
```

The calculation puts the HOMO energy at -7.276 eV. The SMILES is C/C=C(N)/C=C/C. The spin multiplicity is 1. For the HOMO-LUMO gap, the calculation gives 0.290 Eh.

---

Run x
The following is a DFT calculation (ωB97M-V with the def2-TZVPD basis set) of a single C6H11N molecule.

The geometry in XYZ format:
```
18
C6H11N ωB97M-V with the def2-TZVPD basis set
C 2.10 0.11 -0.15
C 0.85 -0.72 0.14
C -0.48 0.07 0.21
C -1.67 -0.91 0.26
C -0.67 0.97 -1.01
C -0.51 0.84 1.47
N -0.56 1.36 2.50
H 2.08 0.53 -1.16
H 2.99 -0.53 -0.09
H 2.22 0.93 0.56
H 0.98 -1.25 1.09
H 0.73 -1.49 -0.63
H -1.57 -1.62 1.09
H -2.61 -0.36 0.39
H -1.72 -1.46 -0.68
H -1.60 1.54 -0.94
H 0.15 1.68 -1.16
H -0.73 0.33 -1.90
```

The calculation puts the HOMO energy at -11.365 eV. The SMILES is CCC(C)(C)C#N. The spin multiplicity is 1. For the HOMO-LUMO gap, the calculation gives 0.447 Eh.

---

Quick one: least stable of them? run w

---

Run w
The following is a DFT calculation (ωB97M-V with the def2-TZVPD basis set) of a single C6H11N molecule.

The geometry in XYZ format:
```
18
C6H11N ωB97M-V with the def2-TZVPD basis set
C -0.18 -0.47 -2.36
C 0.42 -0.15 -1.23
C -0.28 -0.32 -0.01
C -1.49 0.15 0.10
N -1.80 1.48 -0.13
C 0.31 -0.91 1.32
C 1.81 -0.12 1.56
H 0.00 0.14 -3.27
H -0.96 -1.22 -2.27
H 0.96 0.72 -1.21
H -2.31 -0.45 0.50
H -0.96 1.80 -0.63
H -2.57 1.51 -0.65
H 0.63 -1.92 1.21
H -0.26 -0.81 2.31
H 2.27 0.09 0.59
H 1.69 0.96 1.95
H 2.73 -0.49 2.24
```

The calculation puts the HOMO energy at -7.433 eV. The SMILES is C=C/C(=C\N)CC. The spin multiplicity is 1. For the HOMO-LUMO gap, the calculation gives 0.309 Eh.

---

Run x
The following is a DFT calculation (ωB97M-V with the def2-TZVPD basis set) of a single C6H11N molecule.

The geometry in XYZ format:
```
18
C6H11N ωB97M-V with the def2-TZVPD basis set
C -2.21 1.97 1.26
C -1.38 1.58 0.30
C -0.88 0.19 0.24
C 0.26 -0.25 -0.31
C 1.31 0.68 -0.85
N 0.51 -1.61 -0.51
C 1.81 -2.18 -0.10
H -2.51 2.99 1.48
H -2.68 1.30 1.97
H -1.08 2.22 -0.52
H -1.64 -0.51 0.58
H 2.24 0.57 -0.29
H 1.61 0.50 -1.88
H 0.94 1.69 -0.76
H -0.23 -2.29 -0.49
H 2.64 -1.59 -0.46
H 1.83 -3.13 -0.63
H 1.90 -2.35 0.97
```

The calculation puts the HOMO energy at -7.636 eV. The SMILES is C=C/C=C(\C)NC. The spin multiplicity is 1. For the HOMO-LUMO gap, the calculation gives 0.321 Eh.

---

Quick one: least stable of them? run w

---

Run w
The following is a DFT calculation (ωB97M-V with the def2-TZVPD basis set) of a single C20H27N3O2 molecule.

The geometry in XYZ format:
```
52
C20H27N3O2 ωB97M-V with the def2-TZVPD basis set
C 1.15 -0.50 -2.01
C 2.27 0.39 -1.51
C 3.61 -0.34 -1.35
C 4.66 0.77 -1.51
C 3.80 2.03 -1.43
C 3.19 2.04 -0.02
C 1.90 1.21 -0.23
C 1.55 0.35 0.96
O 2.45 -0.26 1.52
N 0.27 0.22 1.38
C -0.90 0.86 0.81
C -2.14 0.52 1.63
N -2.31 -0.91 1.73
C -3.42 -1.52 1.22
C -3.55 -2.92 1.18
C -4.71 -3.46 0.69
C -5.73 -2.62 0.24
C -5.50 -1.26 0.32
N -4.39 -0.72 0.79
C -1.12 -1.67 2.07
C 0.01 -0.71 2.46
O 0.91 2.11 -0.70
C 1.40 2.58 -1.95
C 2.58 1.67 -2.30
C 2.82 1.56 -3.79
H 0.98 -1.32 -1.32
H 0.22 0.06 -2.11
H 1.41 -0.92 -2.98
H 3.67 -0.82 -0.38
H 3.71 -1.11 -2.12
H 5.41 0.75 -0.72
H 5.18 0.70 -2.47
H 4.32 2.95 -1.70
H 3.84 1.59 0.72
H 2.91 3.04 0.32
H -1.05 0.52 -0.22
H -0.76 1.94 0.79
H -2.08 0.96 2.63
H -3.03 0.91 1.14
H -2.76 -3.57 1.54
H -4.84 -4.54 0.65
H -6.65 -3.01 -0.15
H -6.25 -0.55 -0.01
H -1.32 -2.34 2.91
H -0.79 -2.27 1.21
H 0.93 -1.27 2.64
H -0.26 -0.17 3.37
H 0.59 2.52 -2.69
H 1.70 3.63 -1.87
H 3.58 0.81 -4.01
H 1.91 1.28 -4.31
H 3.16 2.52 -4.19
```

The calculation puts the HOMO energy at -7.887 eV. The SMILES is C[C@]12CC[C@@H]3C[C@@]1(C(=O)N1CCN(c4ccccn4)CC1)OC[C@@]32C. The spin multiplicity is 1. For the HOMO-LUMO gap, the calculation gives 0.317 Eh.

---

Run x
The following is a DFT calculation (ωB97M-V with the def2-TZVPD basis set) of a single C20H27N3O2 molecule.

The geometry in XYZ format:
```
52
C20H27N3O2 ωB97M-V with the def2-TZVPD basis set
C -1.63 1.16 -3.50
C -1.77 2.44 -2.69
N -1.69 2.19 -1.27
C -0.59 1.96 -0.53
C -1.01 1.75 0.77
C -0.19 1.46 1.98
N -0.57 0.18 2.56
C -0.08 -0.05 3.90
C 1.41 -0.42 3.95
C 1.67 -1.63 3.06
C 1.17 -1.35 1.64
C 1.27 -2.55 0.74
O 1.39 -3.68 1.16
C 1.06 -2.28 -0.71
C 0.24 -3.14 -1.43
C -0.01 -2.91 -2.77
C 0.57 -1.83 -3.41
C 1.43 -0.98 -2.71
O 1.96 0.04 -3.44
C 2.92 0.88 -2.83
C 1.66 -1.20 -1.36
C -0.33 -0.95 1.71
C -2.42 1.85 0.70
C -3.38 1.71 1.82
N -2.80 2.12 -0.54
H -0.65 0.72 -3.36
H -1.76 1.38 -4.56
H -2.38 0.44 -3.20
H -2.75 2.90 -2.87
H -0.99 3.16 -2.96
H 0.39 1.99 -0.96
H 0.88 1.51 1.72
H -0.39 2.23 2.74
H -0.27 0.84 4.51
H -0.66 -0.88 4.32
H 1.70 -0.64 4.98
H 2.01 0.43 3.61
H 2.74 -1.86 3.03
H 1.15 -2.51 3.45
H 1.72 -0.51 1.21
H -0.20 -3.98 -0.92
H -0.66 -3.57 -3.32
H 0.40 -1.64 -4.45
H 2.50 1.44 -1.99
H 3.79 0.31 -2.48
H 3.24 1.57 -3.61
H 2.34 -0.56 -0.81
H -0.70 -0.73 0.71
H -0.89 -1.80 2.11
H -3.28 2.54 2.51
H -3.17 0.79 2.36
H -4.39 1.69 1.43
```

The calculation puts the HOMO energy at -8.332 eV. The SMILES is CCn1cc(CN2CCC[C@@H](C(=O)c3cccc(OC)c3)C2)c(C)n1. The spin multiplicity is 1. For the HOMO-LUMO gap, the calculation gives 0.326 Eh.

---

Quick one: least stable of them? run x

---

Run w
The following is a DFT calculation (ωB97M-V with the def2-TZVPD basis set) of a single C5H9ClO molecule.

The geometry in XYZ format:
```
16
C5H9ClO ωB97M-V with the def2-TZVPD basis set
C 1.38 1.70 0.83
C 1.21 0.57 0.05
Cl 2.45 -0.64 -0.39
C -0.02 -0.09 -0.36
C -1.38 0.67 -0.53
C -0.57 -1.31 0.41
O 0.37 -2.26 0.58
H 0.49 2.17 1.08
H 2.39 2.05 0.81
H 0.47 -0.32 -1.23
H -1.49 1.17 0.29
H -2.33 0.13 -0.77
H -1.34 1.29 -1.46
H -1.40 -1.62 -0.46
H -1.02 -0.99 1.46
H 0.78 -2.51 -0.30
```

The calculation puts the HOMO energy at -9.108 eV. The SMILES is C=C(Cl)[C@H](C)CO. The spin multiplicity is 1. For the HOMO-LUMO gap, the calculation gives 0.365 Eh.

---

Run x
The following is a DFT calculation (ωB97M-V with the def2-TZVPD basis set) of a single C5H9ClO molecule.

The geometry in XYZ format:
```
16
C5H9ClO ωB97M-V with the def2-TZVPD basis set
C 1.55 -0.05 0.00
C 0.19 0.55 0.16
C -0.03 2.00 -0.19
O -0.38 0.00 1.37
C -0.97 -0.45 0.19
C -0.82 -1.93 -0.01
Cl -2.53 0.36 -0.20
H 2.25 0.23 0.75
H 1.97 -0.02 -1.05
H 1.45 -1.09 0.20
H 0.11 2.19 -1.28
H 0.70 2.62 0.21
H -0.98 2.30 0.15
H -1.62 -2.46 0.57
H 0.21 -1.99 0.13
H -1.08 -2.25 -1.00
```

The calculation puts the HOMO energy at -10.047 eV. The SMILES is CC1(C)O[C@@]1(C)Cl. The spin multiplicity is 1. For the HOMO-LUMO gap, the calculation gives 0.401 Eh.

---

Quick one: least stable of them? run w